# C44H113N7O14

A 9-piece molecular cluster, C44H113N7O14 overall at a distorted geometry (the ωB97M-V functional and the def2-TZVPD basis, the OMol25 dataset).

Each line ends with the Mulliken spin population.
CARTESIAN COORDINATES (ANGSTROEM)
C  -9.18368  5.03248  5.98327  0.000
C  -10.60520  4.94377  5.34189  0.000
C  -10.71079  3.81831  4.23433  0.000
O  -11.54743  4.80253  6.38107  0.000
H  -8.89254  4.10693  6.47994  0.000
H  -9.15461  5.82894  6.72685  0.000
H  -8.25883  5.18309  5.42643  0.000
H  -10.82264  5.90823  4.88294  0.000
H  -10.61343  2.79612  4.60005  0.000
H  -9.90930  3.87366  3.49768  0.000
H  -11.59150  3.89582  3.59680  0.000
H  -11.13649  4.33592  7.11251  0.000
C  -12.46636  7.77050  -0.95324  0.000
C  -11.42628  6.85503  -1.62210  0.000
C  -10.46155  6.16637  -0.62825  0.000
O  -12.16282  5.96846  -2.49081  0.000
H  -13.18982  8.26079  -1.60464  0.000
H  -11.98525  8.60545  -0.44384  0.000
H  -13.05846  7.19117  -0.24480  0.000
H  -10.91674  7.46731  -2.36613  0.000
H  -10.96762  5.55759  0.12100  0.000
H  -9.82024  6.93011  -0.18834  0.000
H  -9.70705  5.56659  -1.13727  0.000
H  -12.28251  6.37610  -3.35169  0.000
C  -20.36220  -2.36774  -0.50536  -0.002
O  -19.49689  -3.21423  -1.17045  0.022
C  -18.29986  -2.45186  -1.37831  0.027
C  -17.14651  -2.56911  -0.36376  0.026
N  -17.16764  -1.64631  0.78192  0.773
C  -16.41467  -2.06798  2.02866  0.026
C  -14.90620  -1.62210  1.86074  0.052
O  -14.71333  -0.21741  2.04351  0.014
C  -13.29540  0.07226  1.62949  0.008
H  -20.09086  -2.05263  0.50219  0.007
H  -21.30860  -2.90491  -0.56769  0.001
H  -20.68654  -1.41455  -0.92288  -0.001
H  -18.34312  -1.39240  -1.63083  -0.002
H  -17.94554  -2.74279  -2.36720  0.001
H  -16.13488  -2.65744  -0.75987  0.032
H  -17.38949  -3.56294  0.01220  0.005
H  -16.83396  -0.71310  0.58728  -0.022
H  -16.46044  -3.12680  2.28340  -0.004
H  -16.87290  -1.64854  2.92432  0.022
H  -14.46274  -2.03099  0.95286  0.005
H  -14.33515  -2.14235  2.62972  0.013
H  -13.08449  1.13564  1.51610  -0.001
H  -13.15326  -0.27247  0.60526  -0.001
H  -12.66188  -0.33174  2.41913  -0.006
C  -9.80237  -0.45406  4.83448  0.000
O  -9.44252  -1.68625  4.25921  0.000
C  -9.70638  -2.85816  5.06392  0.000
C  -9.49828  -4.03744  4.11802  0.000
N  -10.27599  -4.05550  2.85403  0.001
C  -11.69051  -4.17609  2.97054  -0.001
C  -12.21192  -4.61136  1.53799  0.000
O  -12.50544  -3.44427  0.73068  0.002
C  -12.43862  -3.45890  -0.71281  0.000
H  -10.82370  -0.20301  4.54817  0.000
H  -9.21991  0.34426  4.37456  0.000
H  -9.47964  -0.32405  5.86746  0.000
H  -10.75410  -2.83143  5.36339  0.000
H  -8.99331  -2.91276  5.88650  0.000
H  -9.89809  -4.87151  4.69472  0.000
H  -8.44374  -4.29768  4.02679  0.000
H  -10.15094  -3.25472  2.25136  0.000
H  -12.05079  -3.18447  3.24442  0.000
H  -11.92924  -4.94578  3.70450  0.000
H  -13.10123  -5.19035  1.78697  0.000
H  -11.48539  -5.28606  1.08517  0.000
H  -12.99546  -4.24575  -1.22163  0.001
H  -11.37190  -3.57915  -0.90188  0.000
H  -12.66292  -2.53267  -1.24183  -0.001
C  -3.95595  4.65026  -0.29225  0.000
O  -4.81122  3.64265  -0.87473  0.000
C  -5.67138  2.89466  -0.03928  0.000
C  -4.94957  1.56248  0.34017  0.000
N  -5.74688  0.80263  1.25652  0.000
C  -4.96738  -0.26344  1.87690  0.000
C  -4.12232  -1.18799  0.93867  0.000
O  -4.99892  -1.64765  -0.12212  0.000
C  -4.27232  -2.48750  -1.10817  0.000
H  -3.42313  4.12394  0.49970  0.000
H  -4.56599  5.52558  -0.06917  0.000
H  -3.43372  5.02388  -1.17304  0.000
H  -6.32134  2.78357  -0.90722  0.000
H  -6.08057  3.41981  0.82379  0.000
H  -4.01195  1.90714  0.77625  0.000
H  -4.73691  0.88614  -0.48775  0.000
H  -6.31083  0.34692  0.55339  0.000
H  -5.82933  -0.75503  2.32799  0.000
H  -4.41376  0.40517  2.53612  0.000
H  -3.76576  -2.09718  1.42276  0.000
H  -3.34277  -0.69598  0.35702  0.000
H  -3.50680  -1.88064  -1.59169  0.000
H  -5.03760  -2.77100  -1.83072  0.000
H  -3.85541  -3.42486  -0.73988  0.000
C  -6.15529  0.28863  -3.34780  0.000
O  -6.86014  1.50175  -3.70154  0.000
C  -6.11078  2.32305  -4.51824  0.000
C  -6.99137  3.57630  -4.88862  0.000
N  -6.18963  4.78628  -4.97505  0.000
C  -6.12507  5.44602  -3.67652  0.000
C  -5.33418  6.74562  -3.90548  0.000
O  -6.03424  7.63196  -4.68397  0.000
C  -5.29723  8.84248  -4.91356  0.000
H  -6.83019  -0.42907  -2.88141  0.000
H  -5.30679  0.55030  -2.71561  0.000
H  -5.70041  -0.30050  -4.14411  0.000
H  -5.93999  1.79430  -5.45598  0.000
H  -5.18380  2.75675  -4.14312  0.000
H  -7.67071  3.61598  -4.03714  0.000
H  -7.53942  3.47786  -5.82566  0.000
H  -6.58994  5.45037  -5.62223  0.000
H  -5.53712  4.92056  -2.92399  0.000
H  -7.09368  5.85358  -3.38704  0.000
H  -4.47133  6.42901  -4.49143  0.000
H  -5.09968  7.21513  -2.95014  0.000
H  -5.19411  8.96140  -5.99213  0.000
H  -4.30626  9.02780  -4.49915  0.000
H  -5.92619  9.67052  -4.58668  0.000
C  -11.24159  -2.24241  -7.78224  0.000
O  -10.65944  -1.76848  -6.58291  0.000
C  -9.99891  -2.68739  -5.68101  0.000
C  -9.34768  -1.88937  -4.56335  0.000
N  -10.42873  -1.49988  -3.63853  0.000
C  -10.04382  -0.40204  -2.71748  0.001
C  -10.07066  1.00144  -3.44524  0.000
O  -11.30188  1.67153  -3.20188  0.000
C  -11.43146  2.85218  -3.96256  0.000
H  -11.87921  -1.46603  -8.20506  0.000
H  -11.92248  -3.08906  -7.69457  0.000
H  -10.45736  -2.38397  -8.52591  0.000
H  -9.26066  -3.13826  -6.34417  0.000
H  -10.59425  -3.55504  -5.39666  0.000
H  -8.89473  -0.95675  -4.89973  0.000
H  -8.55811  -2.45424  -4.06776  0.000
H  -11.30007  -1.34602  -4.12556  0.000
H  -9.09542  -0.71471  -2.28059  0.000
H  -10.64442  -0.33392  -1.81043  0.000
H  -9.91500  0.82280  -4.50917  0.000
H  -9.24917  1.65968  -3.16244  0.000
H  -12.37345  3.24054  -3.57534  0.000
H  -11.41619  2.84699  -5.05244  0.000
H  -10.67925  3.61173  -3.74954  0.000
C  -9.60243  2.47562  -0.05734  0.000
C  -9.72146  1.57517  1.19771  0.000
C  -9.73404  0.08021  0.96056  -0.001
O  -8.57686  -0.29430  0.17784  0.000
C  -8.17984  -1.71063  0.14862  0.000
N  -8.64835  1.85457  2.21748  0.000
H  -8.63310  2.36764  -0.54399  0.000
H  -9.72911  3.47016  0.37039  0.000
H  -10.42559  2.19336  -0.71372  0.000
H  -10.65460  1.90240  1.65626  0.000
H  -10.61120  -0.21235  0.38340  0.000
H  -9.64113  -0.41606  1.92657  0.001
H  -7.82115  -2.03038  1.12699  0.000
H  -7.48298  -2.01647  -0.63173  0.000
H  -9.08145  -2.29632  -0.03071  0.000
H  -8.42693  2.81861  2.01327  0.000
H  -7.81937  1.28162  2.14948  0.000
C  -5.53405  -5.02114  5.68390  0.000
C  -5.85198  -5.87507  4.45708  0.000
C  -5.67595  -5.10044  3.10760  0.000
O  -6.08478  -5.91357  2.03025  0.000
C  -7.03885  -5.42187  0.98923  0.000
N  -4.99516  -6.99493  4.55116  0.000
H  -5.67267  -5.68273  6.53900  0.000
H  -6.27003  -4.22987  5.82646  0.000
H  -4.47486  -4.77779  5.76749  0.000
H  -6.79018  -6.40459  4.62293  0.000
H  -4.62904  -4.84523  2.94347  0.000
H  -6.17369  -4.13145  3.06989  0.000
H  -7.36622  -6.24483  0.35388  0.000
H  -6.48790  -4.72193  0.36103  0.000
H  -7.92197  -4.90688  1.36738  0.000
H  -5.05353  -7.51773  3.68897  0.000
H  -5.39487  -7.66127  5.19640  0.000

Forces on atoms 1 to 6 (eV/Å):
C 0.15 -0.20 0.29
C 1.51 -0.68 -0.87
C 0.38 0.65 0.15
O -0.38 -0.13 -0.04
H -0.57 -0.33 0.37
H -0.30 -0.02 0.13

The value obtained for the orbital gap (alpha / beta) is 0.280 / 0.092 Eh. For the LUMO energy (alpha / beta), the calculation gives -2.324 / -7.456 eV. Its total energy is -3180.04645 Ha. The charge is +1. The value obtained for the HOMO energy (alpha / beta) is -9.948 / -9.948 eV. The spin multiplicity is 2.